1.
2 unconnected molecules or ions with the total composition C4H12, computed with ωB97M-V/def2-TZVPD.

Last column: natural (NBO) charge in e.
Cartesian coordinates (Å):
C: 0.2671 -1.2565 0.7499  -0.6074
C: 1.0858 -2.1412 1.6974  -0.6258
H: -0.3273 -1.9032 0.1158  0.2025
H: -0.4080 -0.6292 1.2896  0.2061
H: 0.9767 -0.6911 0.1759  0.2088
H: 1.3990 -1.5294 2.5428  0.2032
H: 1.8781 -2.6638 1.1452  0.2033
H: 0.7088 -2.9686 2.3281  0.2082
C: -0.3546 1.3271 -0.6786  -0.6016
C: -0.9707 2.1362 -1.8437  -0.6073
H: -0.3877 0.2626 -0.9031  0.2069
H: 0.6888 1.5291 -0.4795  0.1985
H: -0.9691 1.5303 0.1929  0.2016
H: -0.5246 1.9339 -2.8034  0.2024
H: -2.0324 1.8498 -1.8566  0.1990
H: -1.0300 3.2141 -1.6726  0.2017

Properties
Frontier orbital gap ... 0.4533 hartree
HOMO ... -11.3 eV
Multiplicity ... 1
SMILES ... CC.CC


2.
2 unconnected molecules or ions with the total composition C4H12, computed with ωB97M-V/def2-TZVPD.

Last column: natural (NBO) charge in e.
Cartesian coordinates (Å):
C: -1.1663 -0.7621 -1.4096  -0.6095
C: -2.2265 0.4101 -1.3814  -0.6193
H: -0.7586 -0.8637 -0.4029  0.1958
H: -1.6880 -1.6927 -1.6341  0.2026
H: -0.2999 -0.6259 -2.0573  0.2050
H: -2.4440 0.5844 -0.3240  0.2011
H: -3.1332 -0.0338 -1.7790  0.2116
H: -1.7702 1.3056 -1.7853  0.2133
C: 2.0488 -0.3488 0.9148  -0.6124
C: 1.3735 0.6958 1.8572  -0.6075
H: 1.3862 -0.4758 0.0685  0.2042
H: 3.0097 0.0495 0.6135  0.2078
H: 2.0222 -1.2980 1.4542  0.2061
H: 1.5348 0.5918 2.9341  0.2031
H: 0.3178 0.7081 1.6388  0.1995
H: 1.8087 1.6736 1.6361  0.1985

Properties
Frontier orbital gap ... 0.4679 hartree
HOMO ... -11.6 eV
Multiplicity ... 1
SMILES ... CC.CC


3.
2 unconnected molecules or ions with the total composition C4H12, computed with ωB97M-V/def2-TZVPD.

Last column: natural (NBO) charge in e.
Cartesian coordinates (Å):
C: 1.7322 0.9414 0.0933  -0.6019
C: 1.2764 2.0942 -0.8718  -0.6011
H: 1.6666 1.4057 1.0698  0.2065
H: 1.0956 0.0947 -0.0824  0.1968
H: 2.7403 0.7326 -0.2465  0.2031
H: 1.0051 1.7051 -1.8461  0.1983
H: 2.1312 2.7208 -1.0915  0.1995
H: 0.4629 2.6629 -0.4221  0.1998
C: -1.9662 -1.7606 1.0298  -0.6061
C: -1.1090 -1.3306 -0.1565  -0.6030
H: -2.5987 -2.5997 0.7362  0.2056
H: -1.2961 -1.9571 1.8649  0.2037
H: -2.6193 -0.9629 1.3687  0.2013
H: -1.7263 -1.0561 -1.0133  0.2016
H: -0.3647 -0.5700 0.0651  0.1973
H: -0.4300 -2.1202 -0.4977  0.1986

Properties
Frontier orbital gap ... 0.4626 hartree
HOMO ... -11.4 eV
Multiplicity ... 1
SMILES ... CC.CC


4.
2 unconnected molecules or ions with the total composition C4H12, computed with ωB97M-V/def2-TZVPD.

Last column: natural (NBO) charge in e.
Cartesian coordinates (Å):
C: -1.2694 0.8309 1.4344  -0.6141
C: -1.8069 2.2666 1.4158  -0.6137
H: -1.5455 0.3368 2.3616  0.2046
H: -1.7212 0.2254 0.6550  0.2055
H: -0.1909 0.8333 1.3419  0.2052
H: -2.4682 2.4550 0.5767  0.2049
H: -2.3091 2.5300 2.3499  0.2049
H: -0.9987 2.9884 1.2933  0.2027
C: 1.8428 -1.6385 -0.7376  -0.6166
C: 1.2404 -1.4561 -2.1215  -0.6168
H: 2.9236 -1.7735 -0.7550  0.2047
H: 1.7069 -0.7572 -0.1076  0.2044
H: 1.4437 -2.4818 -0.1821  0.2065
H: 0.3797 -2.1095 -2.2596  0.2056
H: 1.9556 -1.6627 -2.9161  0.2061
H: 0.8590 -0.4511 -2.3113  0.2059

Properties
Frontier orbital gap ... 0.4738 hartree
HOMO ... -11.8 eV
Multiplicity ... 1
SMILES ... CC.CC


Stability check: which of them is least stable? 1.


1.
5 unconnected molecules or ions with the total composition C2H15NO4, computed with ωB97M-V/def2-TZVPD.

Last column: natural (NBO) charge in e.
Cartesian coordinates (Å):
C: -1.3923 -1.1243 1.8885  -0.4156
N: -0.5452 -1.4693 0.6573  -0.6919
C: -0.8254 -2.8578 0.2175  -0.4380
H: -2.4685 -1.0115 1.5776  0.1939
H: -1.3480 -2.0246 2.5922  0.1694
H: -1.0786 -0.3595 2.4947  0.2045
H: 0.5109 -1.4477 0.8178  0.4051
H: -0.4754 -2.9203 -0.9111  0.2078
H: -1.8521 -3.2391 0.5026  0.2055
H: -0.2431 -3.7618 0.7930  0.1662
O: 2.6140 -0.5977 0.7808  -0.9795
H: 3.1460 -0.1127 1.4888  0.4905
H: 2.4889 -0.0923 -0.0369  0.4953
O: 2.7509 2.9966 -1.2232  -0.9539
H: 2.0273 2.6555 -0.5862  0.4835
H: 2.2932 2.9590 -2.0878  0.4705
O: -1.4755 3.3794 -2.4148  -0.9364
H: -1.3172 3.5230 -3.3553  0.4654
H: -1.6108 2.3398 -2.4205  0.4707
O: -0.0345 1.1408 -0.3376  -0.9799
H: -0.5194 0.3090 -0.5017  0.4995
H: -0.6451 1.7156 0.0645  0.4675

Properties
Frontier orbital gap ... 0.3521 hartree
HOMO ... -9.1 eV
Multiplicity ... 1
SMILES ... CNC.O.O.O.O


2.
5 unconnected molecules or ions with the total composition C2H15NO4, computed with ωB97M-V/def2-TZVPD.

Last column: natural (NBO) charge in e.
Cartesian coordinates (Å):
C: -1.6440 1.4084 -0.8326  -0.6251
C: -0.6525 0.3419 -1.2868  -0.2138
N: -0.5203 -0.8895 -0.5501  -0.8717
H: -1.6074 1.7740 0.1752  0.2103
H: -1.4416 2.2760 -1.4720  0.2107
H: -2.6929 1.1448 -0.9144  0.1971
H: -0.8175 0.0421 -2.3544  0.1926
H: 0.3594 0.8548 -1.2532  0.1686
H: -0.6046 -1.7632 -1.1033  0.3720
H: 0.2945 -0.9982 -0.0110  0.3603
O: 2.3622 -0.9119 -3.5117  -0.9634
H: 2.4155 -1.3567 -4.3545  0.4809
H: 2.9370 -1.2720 -2.8025  0.4834
O: 0.2828 -2.7845 1.9872  -0.9596
H: -0.1135 -1.9234 1.8241  0.4895
H: 0.8725 -2.7091 2.7474  0.4678
O: 2.3880 2.9139 2.1240  -0.9365
H: 1.8594 2.4525 2.7656  0.4680
H: 2.4857 2.2650 1.3790  0.4688
O: -1.6297 -0.3507 2.4814  -0.9451
H: -2.2922 -0.0970 3.1979  0.4690
H: -2.2408 -0.4172 1.7648  0.4762

Properties
Frontier orbital gap ... 0.3491 hartree
HOMO ... -9.1 eV
Multiplicity ... 1
SMILES ... CCN.O.O.O.O


Stability check: which of them is least stable? 1.